1.
Here is C8H15N2O2Zr as an isolated structure at a distorted geometry from the Open Molecules 2025 dataset. Energies are from wB97M-V/def2-TZVPD.

Summary:
Charge   +1
ΔE to the lowest compared entry with this formula, charge and spin   0.0 kJ/mol
HOMO-LUMO gap   8.76 eV
E_HOMO   -12.585 eV
Spin multiplicity   1

Structure (XYZ):
```
28
Properties=species:S:1:pos:R:3:forces:R:3
C -2.29544 0.11094 -1.10007 -0.624 0.984 -0.477
Zr -0.58444 0.91418 -0.11812 1.225 -1.547 1.124
N 1.49813 0.33662 1.11604 0.411 -0.076 0.179
N 0.52066 -1.07504 -1.29229 0.097 0.103 -0.371
H 1.35933 -0.63172 1.44960 0.187 0.647 -0.187
H -0.21173 2.71290 0.17392 -0.041 0.129 -0.480
H -3.14347 0.63558 -0.60533 0.177 -0.226 -0.349
H -2.47283 -0.94987 -1.08668 -0.101 -0.369 0.004
H -2.23804 0.46058 -2.14557 -0.255 0.000 -0.007
H 0.42137 -1.81218 -0.57913 0.000 0.475 -0.341
H 1.50918 -1.05860 -1.58094 -0.555 -0.058 0.086
H -0.01520 -1.41140 -2.10703 0.326 0.264 0.436
H 2.41006 0.36793 0.63755 -0.489 -0.006 0.288
H 1.60906 0.92509 1.95709 -0.134 -0.273 -0.515
O -1.38188 0.94543 1.80258 0.323 -1.291 -0.413
C -1.28418 -0.35653 2.00121 -0.333 0.011 -0.782
O -0.87387 -1.08383 1.02333 -0.352 1.412 1.447
C -1.62682 -0.89235 3.30167 0.198 -0.187 0.614
C -1.47306 -2.26033 3.54639 0.074 -0.209 0.351
C -1.63361 -2.75571 4.84059 -0.035 -0.043 -0.078
C -1.98860 -1.90232 5.89413 0.119 0.183 -0.641
C -2.16535 -0.53979 5.62934 -0.032 0.160 0.006
C -1.96859 -0.02425 4.34315 -0.104 -0.179 0.501
H -1.19811 -2.91402 2.72000 -0.069 0.085 0.258
H -1.46905 -3.81434 5.03936 -0.103 0.255 -0.102
H -2.11091 -2.29764 6.90500 0.020 0.173 -0.359
H -2.44421 0.12765 6.44696 0.104 -0.150 -0.309
H -2.05840 1.04181 4.14165 -0.035 -0.267 0.116
```
Positions in Å, forces in eV/Å.

***

2.
Here is C8H15N3O5 as an isolated structure at a distorted geometry from the Open Molecules 2025 dataset. Energies are from wB97M-V/def2-TZVPD.

Summary:
ΔE to the lowest compared entry with this formula, charge and spin   750.9 kJ/mol
HOMO-LUMO gap   9.63 eV
E_HOMO   -9.616 eV
Spin multiplicity   1

Structure (XYZ):
```
31
Properties=species:S:1:pos:R:3:forces:R:3
C -2.00902 0.67591 0.45214 1.131 -1.174 3.310
C -0.69337 -0.13841 0.09383 -2.741 -4.077 -0.230
C -3.13109 0.47721 -0.47984 -1.898 -1.971 -0.236
C -4.12947 -0.67499 -0.10748 -3.452 0.538 0.502
C 1.73351 -0.31329 -0.19816 -0.816 -1.082 -2.648
C 2.12216 -1.75485 0.32813 0.569 -0.296 -0.916
C 2.84224 0.67969 0.02028 2.664 -4.341 5.784
C 4.29646 0.24043 -0.48294 1.384 2.854 -1.138
H -1.84592 2.50657 -0.15160 0.233 1.091 -1.034
H -2.38860 2.64508 1.32161 0.218 -1.124 -0.029
H -2.42703 0.12383 1.40870 1.453 1.221 -1.342
H -3.80311 1.28537 -0.29217 -0.290 0.876 -0.773
H -2.91204 0.25741 -1.52033 0.269 0.663 -0.309
H -2.60536 -1.83163 -0.28503 -2.044 -0.995 3.027
H -4.05630 -2.74714 0.35207 0.331 1.314 0.088
H 0.77675 1.54844 0.17025 -1.538 -3.913 0.896
H 1.86022 -0.38624 -1.35569 -1.621 -0.290 1.399
H 2.99784 0.51640 1.18251 -0.266 1.045 -1.689
H 2.87547 2.63780 0.12727 -2.106 -2.517 -1.439
H 4.35516 1.05528 -1.70180 0.419 -2.918 3.577
H 4.44755 -0.92455 -0.57256 -0.384 2.726 -0.289
H 5.29591 0.65129 0.42317 -3.386 -1.111 -3.166
H 0.36349 -2.58742 -0.21940 3.947 -0.092 -0.695
N -1.71160 2.11916 0.75020 0.085 -1.156 -0.112
N -3.51451 -1.85749 0.44760 1.085 1.436 -4.306
N 0.45667 0.36210 0.29514 4.816 3.985 -1.587
O -0.78794 -1.42632 -0.24856 -0.387 3.158 0.552
O -5.36465 -0.37158 -0.25250 4.382 -1.999 0.727
O 3.09612 -1.73203 1.05279 -1.107 -1.367 -0.257
O 2.27549 1.85703 -0.27116 2.468 5.922 0.078
O 1.58496 -2.89305 -0.28647 -3.419 3.591 2.254
```
Positions in Å, forces in eV/Å.

***

Question: The highest E_HOMO belongs to which entry?
Answer: C8H15N3O5

***

Question: Which of these has the lowest HOMO-LUMO gap?
Answer: C8H15N2O2Zr

***

Question: Which value of HOMO-LUMO gap does entry 2 give?
Answer: 9.63 eV

***

Question: Which of these has the highest HOMO-LUMO gap?
Answer: C8H15N3O5